Record 1
Computed, not measured: a structure of composition C38H46NS4Sb2Ti, with ωB97M-V with the def2-TZVPD basis set.

Structure (XYZ):
```
92
C38H46NS4Sb2Ti | OMol25 | ωB97M-V with the def2-TZVPD basis set
Ti 0.010 -1.072 -0.178
S 3.943 0.777 -1.339
C 2.480 0.154 -0.943
S 1.255 1.019 -0.053
S 2.009 -1.486 -1.386
C -2.980 3.384 -1.337
C -2.337 3.381 0.049
C -3.106 4.330 0.962
C -0.902 3.883 -0.111
Sb -2.233 1.283 0.744
C -1.957 1.532 2.914
C -3.191 2.000 3.679
C -1.519 0.171 3.449
C -0.799 2.506 3.137
C -4.306 0.588 0.565
C -4.463 0.113 -0.883
C -4.468 -0.620 1.486
C -5.380 1.622 0.886
H -2.890 4.385 -1.778
H -4.041 3.133 -1.313
H -2.488 2.685 -2.017
H -3.128 5.326 0.500
H -2.633 4.439 1.938
H -4.138 4.015 1.118
H -0.922 4.889 -0.549
H -0.320 3.240 -0.771
H -0.366 3.943 0.837
H -4.004 1.273 3.631
H -3.570 2.956 3.318
H -2.930 2.125 4.738
H -2.247 -0.621 3.261
H -1.367 0.236 4.534
H -0.573 -0.141 3.010
H -1.060 3.534 2.883
H 0.088 2.224 2.563
H -0.521 2.490 4.198
H -3.745 -0.674 -1.120
H -4.340 0.917 -1.609
H -5.471 -0.300 -1.023
H -3.695 -1.370 1.307
H -5.438 -1.092 1.286
H -4.452 -0.341 2.543
H -5.372 2.455 0.183
H -5.287 2.026 1.894
H -6.366 1.145 0.810
N 2.207 -3.927 6.442
C 1.871 -3.508 5.424
C 1.453 -2.985 4.159
C 2.277 -2.101 3.462
C 1.855 -1.595 2.245
C 0.618 -1.938 1.681
C -0.174 -2.847 2.398
C 0.223 -3.363 3.622
H 3.236 -1.819 3.879
H 2.509 -0.903 1.726
H -1.126 -3.153 1.984
H -0.409 -4.056 4.162
S -1.693 -2.266 -0.636
Sb -0.593 -0.020 -3.194
C -2.354 0.768 -4.157
C -3.516 -0.001 -4.182
C -4.688 0.498 -4.732
C -4.715 1.780 -5.268
C -3.563 2.552 -5.255
C -2.392 2.046 -4.704
C 0.841 1.138 -4.273
C 1.326 2.275 -3.626
C 2.278 3.088 -4.226
C 2.764 2.766 -5.484
C 2.302 1.627 -6.130
C 1.349 0.819 -5.528
C -0.568 -1.765 -4.437
C -0.178 -2.994 -3.911
C -0.143 -4.129 -4.712
C -0.500 -4.049 -6.048
C -0.903 -2.832 -6.582
C -0.940 -1.701 -5.780
H -3.509 -1.003 -3.765
H -5.582 -0.115 -4.739
H -5.629 2.172 -5.697
H -3.573 3.551 -5.675
H -1.496 2.660 -4.708
H 0.992 2.511 -2.621
H 2.656 3.955 -3.699
H 3.515 3.390 -5.953
H 2.696 1.361 -7.104
H 1.017 -0.076 -6.039
H 0.077 -3.074 -2.864
H 0.160 -5.076 -4.284
H -0.473 -4.934 -6.673
H -1.191 -2.764 -7.624
H -1.271 -0.761 -6.206
```

Results
HOMO-LUMO gap (eV): 7.22
Spin multiplicity: 1
Total charge: -1

Record 2
Computed, not measured: a structure of composition C38H47BF4MnN3O4P2Se2Si, with ωB97M-V with the def2-TZVPD basis set.

Structure (XYZ):
```
103
C38H47BF4MnN3O4P2Se2Si | OMol25 | ωB97M-V with the def2-TZVPD basis set
Mn 0.244 0.269 0.208
Se -4.627 1.212 -3.748
P -4.452 2.591 -2.188
C -4.140 4.290 -2.723
C -4.305 4.583 -4.075
C -4.117 5.878 -4.532
C -3.760 6.879 -3.645
C -3.590 6.587 -2.294
C -3.780 5.298 -1.830
C -5.844 2.606 -1.030
C -5.783 3.292 0.182
C -6.883 3.300 1.021
C -8.046 2.629 0.659
C -8.108 1.944 -0.543
C -7.008 1.928 -1.388
C -3.025 2.146 -1.166
C -2.149 1.083 -1.281
N -1.249 1.259 -0.274
N -1.559 2.359 0.404
N -2.619 2.892 -0.107
P -1.944 -0.339 -2.345
Se -0.224 -1.391 -1.316
C -3.302 -1.505 -2.151
C -3.874 -2.277 -3.159
C -4.916 -3.140 -2.851
C -5.395 -3.228 -1.552
C -4.818 -2.464 -0.545
C -3.767 -1.614 -0.841
C -1.313 0.157 -3.951
C -0.298 1.111 -3.903
C 0.271 1.576 -5.077
C -0.162 1.081 -6.300
C -1.162 0.121 -6.347
C -1.742 -0.343 -5.177
H -4.580 3.791 -4.764
H -4.250 6.100 -5.583
H -3.613 7.890 -4.002
H -3.307 7.368 -1.601
H -3.625 5.084 -0.783
H -4.880 3.804 0.484
H -6.833 3.834 1.961
H -8.905 2.643 1.318
H -9.011 1.421 -0.828
H -7.044 1.392 -2.328
H -3.531 -2.223 -4.182
H -5.361 -3.738 -3.636
H -6.217 -3.895 -1.324
H -5.184 -2.530 0.472
H -3.319 -1.023 -0.051
H 0.057 1.500 -2.955
H 1.055 2.320 -5.033
H 0.281 1.444 -7.219
H -1.503 -0.266 -7.299
H -2.535 -1.073 -5.245
F 1.424 1.309 -0.838
B 2.771 0.564 -0.516
F 3.646 1.414 0.028
F 3.054 -0.048 -1.667
F 2.183 -0.338 0.472
C -3.368 -0.235 2.867
C -2.747 -0.841 4.119
C -3.339 -2.206 4.419
C -2.873 0.091 5.315
O -1.339 -1.087 3.854
Si -0.153 -0.134 3.356
O -0.182 -0.406 1.614
O -0.434 1.426 3.609
C 0.442 2.579 3.464
C 1.349 2.643 4.683
C 1.250 2.432 2.185
C -0.478 3.784 3.391
O 1.326 -0.579 3.770
C 1.923 -1.879 4.045
C 1.456 -2.325 5.422
C 1.502 -2.863 2.965
C 3.422 -1.641 4.015
H -4.437 -0.067 3.012
H -3.234 -0.923 2.028
H -2.905 0.726 2.624
H -4.411 -2.119 4.605
H -2.870 -2.638 5.303
H -3.183 -2.882 3.577
H -3.928 0.258 5.545
H -2.408 1.054 5.110
H -2.401 -0.354 6.193
H 1.961 1.743 4.760
H 0.752 2.744 5.591
H 2.011 3.508 4.609
H 1.911 1.565 2.224
H 1.873 3.312 2.019
H 0.565 2.396 1.331
H -1.086 3.844 4.295
H -1.134 3.713 2.524
H 0.113 4.699 3.312
H 0.374 -2.464 5.436
H 1.728 -1.582 6.173
H 1.930 -3.272 5.688
H 0.421 -3.025 2.980
H 1.990 -3.825 3.130
H 1.798 -2.497 1.981
H 3.703 -0.893 4.756
H 3.731 -1.289 3.029
H 3.956 -2.566 4.237
```

Results
HOMO-LUMO gap (alpha / beta) (eV): 5.16 / 6.14
Spin multiplicity: 2
Total charge: +1

Record 3
Computed, not measured: a structure of composition C38H47Br3CeN5O3Si4, with ωB97M-V with the def2-TZVPD basis set.

Structure (XYZ):
```
101
C38H47Br3CeN5O3Si4 | OMol25 | ωB97M-V with the def2-TZVPD basis set
Ce 0.934 -0.316 -0.099
O 0.329 3.798 4.059
C -0.626 2.880 4.298
C -1.530 3.168 5.355
C -2.502 2.246 5.675
C -2.495 0.960 5.120
C -1.593 0.667 4.116
C -0.597 1.612 3.743
C 0.028 1.414 2.437
O -0.316 0.362 1.799
N 0.825 2.378 2.043
N 1.249 2.133 0.761
C 1.757 3.174 0.198
C 2.275 3.207 -1.165
C 3.001 4.356 -1.597
C 3.446 4.537 -2.902
C 3.236 3.476 -3.786
C 2.635 2.321 -3.380
C 2.035 2.180 -2.103
O 1.374 1.093 -1.802
H 0.689 3.430 3.152
H -1.463 4.150 5.825
H -3.178 2.499 6.430
H -3.329 0.263 5.361
H -1.558 -0.290 3.613
H 1.861 4.090 0.762
H 3.128 5.233 -0.918
H 3.908 5.503 -3.187
H 3.581 3.498 -4.787
H 2.524 1.453 -3.991
Br 3.869 0.406 6.466
C 3.354 -0.123 4.677
C 2.141 -0.680 4.486
C 1.742 -0.980 3.170
N 2.503 -0.716 2.106
C 3.690 -0.161 2.307
C 4.192 0.168 3.603
C 4.377 0.230 1.074
C 5.563 0.932 1.089
C 6.080 1.357 -0.083
Br 7.508 2.544 0.028
C 5.568 1.066 -1.308
C 4.360 0.362 -1.288
N 3.731 -0.054 -0.134
H 1.395 -0.959 5.216
H 0.753 -1.343 2.945
H 5.139 0.623 3.755
H 6.131 1.186 2.003
H 6.061 1.474 -2.181
H 3.769 0.205 -2.160
Br 2.615 -7.226 -0.260
C 2.272 -5.364 -0.347
C 1.213 -4.835 -1.048
C 1.087 -3.441 -0.921
N 1.905 -2.694 -0.239
C 3.020 -3.221 0.317
C 3.179 -4.560 0.359
H 0.600 -5.534 -1.592
H 0.196 -2.968 -1.397
H 3.686 -2.514 0.848
H 3.919 -5.027 0.984
C -0.236 -1.935 -4.133
Si -1.804 -1.022 -3.645
C -3.357 -1.718 -4.523
C -1.633 0.661 -4.411
Si -1.958 -0.939 -1.239
Si -3.454 -2.594 -0.308
C -5.128 -2.872 -1.193
C -3.888 -2.215 1.547
C -2.427 -4.201 -0.394
Si -3.411 0.965 -0.930
C -5.014 0.989 -1.948
C -4.039 0.974 0.817
C -2.537 2.601 -1.052
H 0.051 -1.772 -5.195
H -0.259 -2.995 -4.021
H 0.578 -1.516 -3.529
H -3.270 -1.546 -5.610
H -4.283 -1.180 -4.177
H -3.415 -2.810 -4.265
H -1.706 0.509 -5.481
H -0.709 1.188 -4.132
H -2.439 1.362 -4.128
H -5.751 -2.025 -0.889
H -5.635 -3.823 -0.950
H -5.018 -2.837 -2.302
H -4.641 -1.353 1.773
H -2.994 -1.949 2.176
H -4.307 -3.058 2.021
H -2.261 -4.419 -1.409
H -2.971 -5.109 -0.011
H -1.567 -4.029 0.211
H -5.475 0.002 -2.025
H -4.843 1.374 -2.955
H -5.781 1.578 -1.394
H -4.972 0.392 0.995
H -4.396 2.000 0.877
H -3.272 0.867 1.550
H -1.867 2.710 -1.891
H -1.924 2.657 -0.183
H -3.231 3.464 -1.153
```

Results
HOMO-LUMO gap (alpha / beta) (eV): 5.30 / 5.31
Spin multiplicity: 2

Record 4
Computed, not measured: a structure of composition C38H47KN5O3PS3, with ωB97M-V with the def2-TZVPD basis set.

Structure (XYZ):
```
98
C38H47KN5O3PS3 | OMol25 | ωB97M-V with the def2-TZVPD basis set
K -0.358 -0.352 0.071
N 4.709 1.798 -0.210
C 5.433 0.692 0.178
C 6.781 0.508 0.468
C 7.162 -0.762 0.856
C 6.231 -1.808 0.950
C 4.896 -1.613 0.658
C 4.490 -0.339 0.262
N 3.227 0.132 -0.067
C 3.404 1.399 -0.319
C 2.345 2.353 -0.645
C 2.486 3.704 -0.752
S 0.977 4.421 -1.092
C 0.252 2.870 -1.061
N 1.069 1.887 -0.833
H 5.058 2.733 -0.322
H 7.497 1.316 0.398
H 8.199 -0.955 1.095
H 6.570 -2.787 1.262
H 4.177 -2.414 0.740
H 3.368 4.306 -0.613
H -0.816 2.769 -1.209
C -7.226 3.917 4.621
C -6.141 3.558 3.643
C -6.070 4.164 2.396
C -5.059 3.839 1.499
C -4.108 2.901 1.855
C -4.163 2.280 3.097
C -5.174 2.609 3.979
S -2.789 2.477 0.742
O -1.576 3.028 1.320
O -3.149 3.009 -0.563
N -2.654 0.912 0.771
C -3.624 0.059 0.316
C -4.906 0.424 -0.154
C -5.805 -0.547 -0.519
C -5.441 -1.887 -0.446
C -4.155 -2.165 -0.032
N -3.260 -1.244 0.328
H -8.043 4.443 4.128
H -6.837 4.567 5.408
H -7.632 3.027 5.102
H -6.819 4.895 2.116
H -5.004 4.299 0.521
H -3.419 1.534 3.348
H -5.226 2.118 4.944
H -5.167 1.470 -0.219
H -6.792 -0.265 -0.865
H -6.121 -2.681 -0.719
H -3.811 -3.192 0.006
C 1.940 -3.400 2.035
C 1.959 -4.268 0.775
C 1.892 -5.752 1.140
P 0.701 -3.621 -0.452
C 1.456 -4.061 -2.091
C 2.670 -3.164 -2.350
C 1.807 -5.528 -2.316
C -0.727 -4.783 -0.290
C -1.704 -4.574 -1.447
C -1.421 -4.501 1.045
H 2.745 -3.692 2.715
H 0.996 -3.511 2.572
H 2.044 -2.339 1.806
H 2.915 -4.105 0.268
H 0.982 -5.987 1.691
H 2.734 -6.006 1.788
H 1.933 -6.405 0.269
H 0.680 -3.767 -2.807
H 3.521 -3.465 -1.736
H 2.458 -2.115 -2.132
H 2.984 -3.243 -3.393
H 2.614 -5.837 -1.648
H 2.156 -5.686 -3.340
H 0.957 -6.190 -2.150
H -0.377 -5.819 -0.302
H -1.989 -3.522 -1.532
H -2.617 -5.149 -1.277
H -1.286 -4.890 -2.404
H -1.752 -3.462 1.096
H -0.764 -4.674 1.897
H -2.294 -5.148 1.165
C 0.525 0.685 4.895
S 0.425 1.016 3.130
O 0.751 -0.288 2.470
C 1.887 2.046 3.034
C 1.725 3.409 2.854
C 2.856 4.215 2.792
C 4.118 3.648 2.890
C 4.265 2.271 3.034
C 3.144 1.461 3.098
H 1.481 0.208 5.108
H -0.299 0.018 5.142
H 0.424 1.626 5.434
H 0.729 3.826 2.750
H 2.748 5.284 2.661
H 4.997 4.281 2.849
H 5.252 1.829 3.084
H 3.228 0.383 3.170
```

Results
HOMO-LUMO gap (eV): 7.70
Spin multiplicity: 1